No. 1
Below is 2 unconnected molecules or ions with the total composition C11H20Cl at a distorted geometry, with properties calculated with ωB97M-V with the def2-TZVPD basis set.

Output
Max |F| in eV Å⁻¹: 1.65
HOMO energy (alpha / beta) in eV: -10.18 / -10.17
Multiplicity: 2
Calculated total energy in Ha: -891.27952

Structure (XYZ):
```
32
Properties=species:S:1:pos:R:3:forces:R:3:mulliken_charge:R:1
H 1.5286 0.8825 -2.0088 -0.342 -0.216 0.003 0.42
H -2.0073 1.1649 0.3852 -0.020 0.379 0.107 0.38
H 0.7041 1.6873 1.4883 -0.100 0.082 0.096 0.45
H 0.6572 -2.4274 2.0832 0.247 -0.102 -0.075 0.31
H -2.7916 1.0057 -1.9033 0.044 -0.233 -0.107 0.31
H 1.5696 2.1526 0.0306 -0.158 -0.011 0.073 0.35
C -1.9013 0.2108 -0.1179 -0.098 -0.253 0.470 -1.22
C 0.6625 1.6587 0.4035 0.273 0.493 -0.007 -2.02
C -0.5945 -0.7377 1.7878 -0.252 -0.023 0.351 -1.13
H -0.6884 -1.4001 -0.4033 0.461 0.220 1.361 0.44
H -0.7051 0.2108 2.3099 -0.137 0.456 -0.225 0.36
H 0.7125 -0.7079 -2.0365 0.030 0.211 -0.177 0.41
H -0.7167 0.7527 -3.2951 0.127 0.293 0.092 0.40
H 2.8290 -1.3364 2.0821 -0.264 0.152 -0.121 0.37
H -0.6394 2.0578 -2.1099 0.035 -0.287 0.072 0.30
C 0.6142 0.2480 -0.1416 1.360 0.662 -0.651 1.48
C 0.6702 -1.3678 2.3477 0.526 -0.285 0.092 -0.73
H -2.1101 -0.6257 -2.0747 -0.042 -0.063 -0.003 -0.20
C -0.6267 -0.4890 0.2774 -0.076 -1.132 0.019 0.46
C -1.9414 0.3857 -1.5992 0.209 0.953 -0.816 0.00
C -0.6434 0.9627 -2.2221 -0.552 -0.158 -0.374 -0.58
H 2.7950 0.0887 -0.0067 -0.404 -0.142 -0.011 0.44
C 1.9639 -0.7011 1.8303 -0.103 -0.276 0.137 -0.66
H 0.6978 -1.3288 3.4509 -0.292 -0.023 -0.375 0.37
C 1.9002 -0.4715 0.3224 -0.099 -0.175 -0.129 -1.45
H 2.1427 0.2428 2.3657 -0.162 -0.115 -0.174 0.33
C 0.6312 0.3295 -1.6786 0.058 -0.171 0.336 -1.23
H 1.9146 -1.4354 -0.1990 0.156 -0.103 0.094 0.42
Cl -2.2357 -1.5492 -3.7794 -0.042 -0.114 0.012 -0.15
H -0.1901 2.2340 0.0627 -0.093 0.268 0.108 0.47
H -2.7203 -0.4097 0.2451 -0.285 0.032 -0.118 0.44
H -1.4814 -1.2876 2.1032 -0.006 -0.316 -0.063 0.44
```
Forces are in eV/Å.


No. 2
Below is a molecular structure, C28H41F5N4OP2SiTi at a distorted geometry, with properties calculated with ωB97M-V with the def2-TZVPD basis set.

Output
Max |F| in eV Å⁻¹: 1.07
HOMO energy in eV: -13.81
Multiplicity: 1
Calculated total energy in Ha: -3706.50596
Net charge: +2

Structure (XYZ):
```
83
Properties=species:S:1:pos:R:3:forces:R:3:mulliken_charge:R:1
O 1.2881 -0.0214 -1.0587 0.170 0.297 -0.269 0.83
C 2.7765 1.8388 -1.0528 -0.004 0.019 0.012 0.14
H -4.4204 1.8756 1.8469 -0.022 0.000 -0.012 0.36
H 0.3916 4.7953 2.6234 0.004 -0.005 -0.007 0.40
H -4.3248 -1.4312 2.8956 0.007 -0.002 -0.005 0.50
F 1.8183 2.5956 -0.4835 0.071 -0.027 0.043 -0.31
C 1.5113 -0.7114 3.4933 -0.015 0.011 0.013 -1.41
H 4.1759 1.6436 3.0618 0.002 0.000 0.001 0.44
F 5.6451 -0.4561 -2.8162 -0.004 -0.001 0.002 -0.29
Ti -0.2582 0.1722 -0.0752 0.357 -0.778 0.635 -0.74
H -5.5913 -1.7910 -0.0574 0.005 -0.001 0.002 0.43
C -1.3307 3.5873 0.8747 0.013 0.018 0.040 -1.68
C -0.9796 2.1674 -2.6181 0.046 0.017 0.022 0.30
H -1.9301 3.2620 -4.1707 -0.003 -0.002 0.000 0.56
Si -3.8101 -0.3207 0.8081 0.030 0.015 -0.031 0.24
H -4.7908 -0.9954 -1.4052 0.004 -0.005 0.016 0.41
H 4.0023 0.1394 0.7852 -0.003 0.013 0.013 0.53
H -4.2215 2.7671 -3.3448 0.001 -0.003 0.001 0.50
H 2.5327 5.5566 3.5361 -0.001 -0.001 -0.002 0.46
C 3.4662 -0.2395 -1.9801 0.002 0.013 -0.006 -0.12
H 0.2312 -3.5018 1.7256 0.011 -0.005 0.001 0.48
C -3.3608 2.3816 -2.8134 0.015 0.009 -0.003 -1.08
P -0.5050 2.1509 1.6138 -0.032 0.212 -0.282 2.14
H 3.3853 -1.4961 1.0579 0.011 0.005 -0.010 0.34
H 0.9957 -2.4346 -1.7848 0.015 -0.002 -0.003 0.02
C 3.4835 3.6439 3.3510 0.001 -0.012 -0.008 -0.85
C 0.4036 2.4263 -3.1208 -0.005 0.032 -0.038 -1.12
C 3.3371 2.3208 2.9608 0.013 -0.015 0.007 -1.03
N -0.5389 -1.6115 1.1614 -0.053 -0.077 -0.048 -0.26
H 0.5725 -0.3850 3.9428 0.009 -0.011 -0.008 0.34
H -1.5026 2.6863 3.7283 -0.007 -0.003 0.006 0.56
C -2.4003 1.1272 -1.0316 -0.053 0.056 -0.001 0.54
H 4.0999 -0.5948 2.3985 -0.008 -0.003 0.007 0.64
N -1.1559 1.4315 -1.4876 -0.084 0.076 0.020 1.69
F 3.2141 -1.5172 -2.2736 -0.004 -0.009 0.009 -0.36
C -4.9489 1.0555 1.3562 0.020 0.006 0.011 -1.20
H -1.8295 -1.6719 -1.5286 0.004 0.002 0.014 0.17
F 4.2598 3.6537 -1.0011 0.001 0.001 -0.001 -0.31
H -1.5471 4.3450 1.6276 0.004 -0.003 0.002 0.66
C -0.2159 -3.5249 -0.3768 -0.007 -0.014 0.004 -1.15
H 0.3600 2.8431 -4.1237 -0.004 0.000 -0.006 0.62
H 1.3223 -2.5126 0.7470 0.002 -0.007 -0.011 0.06
C 4.7155 0.2930 -2.2505 0.001 -0.007 -0.001 0.37
H -0.4235 -1.3541 2.1381 -0.012 -0.029 0.007 0.31
C 4.0157 2.3902 -1.3172 -0.006 0.018 0.014 0.19
C 3.4911 -0.5040 1.4983 -0.004 -0.024 -0.037 -1.85
C 2.1262 1.8768 2.4392 -0.015 0.002 -0.018 0.82
H 0.9879 1.5081 -3.1575 -0.011 0.002 -0.006 0.08
C -2.0743 2.6653 -3.2820 -0.032 -0.015 -0.014 -0.99
C -0.0479 -2.7122 -1.6459 0.000 0.020 -0.011 -0.37
H -1.1098 0.9682 3.6635 0.002 0.001 -0.011 0.12
F 6.1852 2.1235 -2.1701 0.000 0.001 -0.005 -0.29
C 1.0559 2.7680 2.3075 0.000 0.021 0.003 0.37
H 1.4812 -1.7917 3.3377 0.007 -0.003 -0.008 0.45
C 1.2069 4.0895 2.7146 0.012 0.010 0.003 -1.09
H -0.3509 -3.3060 -2.5092 -0.011 -0.008 0.004 0.50
C -3.5413 1.6045 -1.6968 0.015 -0.004 0.012 -0.79
C 2.4187 4.5251 3.2315 0.000 -0.004 0.000 -0.92
H -0.7202 -0.9767 -2.4854 -0.009 0.010 0.006 0.30
H -2.5357 1.5781 2.8018 0.007 -0.014 -0.004 0.06
H -4.5304 1.3582 -1.3471 -0.016 0.010 0.023 0.42
H -5.6560 0.6488 2.0835 0.001 0.004 -0.003 0.47
H 0.9237 3.1414 -2.4826 -0.052 -0.028 -0.048 0.09
H -2.2732 3.2685 0.4297 -0.005 -0.002 0.003 0.29
C 4.9951 1.6117 -1.9161 0.003 -0.001 -0.001 0.62
C 0.2836 -2.8234 0.8731 0.006 0.039 -0.002 -0.24
N -2.3167 0.3310 0.0729 -0.166 0.061 0.032 0.73
H 4.4298 3.9862 3.7476 -0.003 0.002 0.001 0.47
P 1.8497 0.1654 1.9205 -0.219 0.100 -0.062 0.99
H -4.0228 -2.3620 -0.5872 -0.002 0.006 -0.008 0.32
H -3.1105 -2.3824 2.1005 -0.004 -0.002 0.006 0.43
N -0.8368 -1.4551 -1.5955 -0.020 0.126 -0.065 -0.35
H 2.3086 -0.4959 4.2055 0.007 -0.002 -0.007 0.50
H -1.2661 -3.8100 -0.2403 0.000 0.004 -0.005 0.36
C -4.6202 -1.4576 -0.4315 -0.011 -0.013 0.004 -1.33
C -3.3967 -1.3508 2.3230 -0.027 -0.001 0.019 -1.22
C -1.5109 1.8021 3.0892 -0.007 -0.013 0.011 -0.92
H -0.6975 4.0167 0.0988 -0.005 -0.006 -0.006 0.34
H 0.3338 -4.4601 -0.4887 0.008 0.004 -0.001 0.47
H -1.5174 -1.8759 1.0850 0.006 0.009 -0.019 -0.40
C 2.4756 0.5208 -1.3690 0.041 -0.115 0.083 -0.49
H -2.6592 -0.9167 2.9996 0.010 0.031 0.013 0.34
H -5.5432 1.4899 0.5537 0.002 -0.006 -0.034 0.38
```
Forces are in eV/Å.